# 1
The following is a DFT calculation (ωB97M-V/def2-TZVPD) of an isolated ion of composition C5H15N2 and charge +2 in a non-equilibrium geometry.

Results
**E**: -8388.418 eV
**⟨S²⟩**: 0.755
**Frontier orbital gap (alpha / beta)**: 12.82 / 6.78 eV
**Charge**: +2
**Multiplicity**: 2
**E_HOMO (alpha / beta)**: -19.96 / -19.91 eV
**LUMO level (alpha / beta)**: -0.2624 / -0.4824 hartree

Geometry (Å):
C  -1.61113  0.58799  1.96344
C  -0.56991  0.39315  0.91276
C  -0.67698  -0.82068  -0.03487
C  0.60540  -1.18581  -0.84392
C  1.13232  -0.15779  -1.88206
N  0.21218  0.91433  -2.11622
N  0.83527  0.42795  1.54981
H  -1.70490  -0.34145  2.55321
H  -1.27356  1.30654  2.71850
H  -2.63374  0.71974  1.61435
H  -0.60099  1.25853  0.20126
H  -1.05251  -1.77423  0.33089
H  -1.38439  -0.62765  -0.84716
H  1.38126  -1.55843  -0.17115
H  0.37135  -2.10864  -1.39236
H  1.52245  -0.69475  -2.78612
H  2.10942  0.30679  -1.63630
H  0.60400  1.65287  -2.72486
H  -0.57545  0.60264  -2.71417
H  0.81223  -0.39172  2.17159
H  1.62583  0.28756  0.92358
H  0.87186  1.20304  2.20982

Cartesian forces (eV/Å) of the 3 atoms listed first:
C 0.1053 -1.5209 1.6233
C 0.3577 0.6505 -2.6041
C 0.4071 -0.2897 -1.3728

Population analysis type Löwdin, resulting atomic charges in e: number 1, C, carries -0.02; number 2, C, carries -0.33; number 3, C, carries -0.13; number 4, C, carries -0.15; number 5, C, carries -0.15; number 6, N, carries 0.29; number 7, N, carries 0.24; number 8, H, carries 0.11; number 9, H, carries 0.10; number 10, H, carries 0.12; number 11, H, carries 0.15; number 12, H, carries 0.14; number 13, H, carries 0.12; number 14, H, carries 0.12; number 15, H, carries 0.14; number 16, H, carries 0.21; number 17, H, carries 0.15; number 18, H, carries 0.18; number 19, H, carries 0.18; number 20, H, carries 0.19; number 21, H, carries 0.15; number 22, H, carries 0.18



# 2
The following is a DFT calculation (ωB97M-V/def2-TZVPD) of an isolated ion of composition C5H15N2 and charge +2 in a non-equilibrium geometry.

Results
**E**: -8388.135 eV
**⟨S²⟩**: 0.754
**Frontier orbital gap (alpha / beta)**: 12.91 / 7.46 eV
**Charge**: +2
**Multiplicity**: 2
**E_HOMO (alpha / beta)**: -19.70 / -19.70 eV
**LUMO level (alpha / beta)**: -0.2494 / -0.4497 hartree

Geometry (Å):
C  1.89557  1.58482  0.36444
C  1.78754  0.13985  -0.32483
C  0.39923  -0.64041  -0.17416
C  -0.89809  0.19410  -0.37846
C  -2.22649  -0.66791  -0.82198
N  -2.16107  -2.23611  -0.73948
N  1.31379  1.50193  1.75098
H  2.94783  1.92250  0.37728
H  1.08544  2.24186  -0.18667
H  1.92791  0.39315  -1.38218
H  2.62105  -0.53033  0.06799
H  0.27387  -1.07972  0.78473
H  0.41077  -1.54546  -0.87497
H  -1.18138  0.79839  0.52040
H  -0.67465  0.87029  -1.13038
H  -2.30191  -0.35012  -1.82599
H  -3.14204  -0.39826  -0.24778
H  -2.58781  -2.36216  0.18237
H  -2.69478  -2.73352  -1.48382
H  0.68535  2.30793  1.92859
H  0.73752  0.62262  1.81907
H  2.07731  1.31944  2.38080

Cartesian forces (eV/Å) of the 3 atoms listed first:
C -2.7438 -0.9558 -2.1052
C -0.0689 0.2385 0.8323
C 0.1878 -0.1872 -1.0764

Population analysis type Löwdin, resulting atomic charges in e: number 1, C, carries -0.11; number 2, C, carries -0.13; number 3, C, carries -0.20; number 4, C, carries -0.14; number 5, C, carries -0.04; number 6, N, carries 0.35; number 7, N, carries 0.18; number 8, H, carries 0.15; number 9, H, carries 0.16; number 10, H, carries 0.12; number 11, H, carries 0.14; number 12, H, carries 0.08; number 13, H, carries 0.14; number 14, H, carries 0.12; number 15, H, carries 0.08; number 16, H, carries 0.11; number 17, H, carries 0.16; number 18, H, carries 0.15; number 19, H, carries 0.18; number 20, H, carries 0.19; number 21, H, carries 0.15; number 22, H, carries 0.17



# 3
The following is a DFT calculation (ωB97M-V/def2-TZVPD) of an isolated ion of composition C5H15N2 and charge +2 in a non-equilibrium geometry.

Results
**E**: -8388.818 eV
**⟨S²⟩**: 0.755
**Frontier orbital gap (alpha / beta)**: 13.17 / 7.34 eV
**Charge**: +2
**Multiplicity**: 2
**E_HOMO (alpha / beta)**: -20.45 / -20.45 eV
**LUMO level (alpha / beta)**: -0.2674 / -0.4818 hartree

Geometry (Å):
N  1.86779  -1.03430  -0.96204
C  1.58195  -0.52815  0.33323
C  2.42744  0.72495  0.61644
C  0.06808  -0.38149  0.59008
N  -0.56527  0.70938  -0.26732
C  -2.01185  0.57701  -0.76855
C  -2.87567  -0.28985  0.13084
H  1.44415  -1.90004  -1.34204
H  -0.53744  1.54154  0.32832
H  2.87111  -1.15582  -1.15099
H  1.91460  -1.27284  1.10046
H  1.94017  1.65754  0.32272
H  3.38848  0.68775  0.09989
H  2.68323  0.86971  1.66999
H  -0.41923  -1.32791  0.34102
H  -0.15698  -0.13614  1.61738
H  0.04145  0.97845  -1.04409
H  -2.41179  1.58919  -0.80511
H  -1.94823  0.16152  -1.76720
H  -3.02904  0.20078  1.08640
H  -2.42415  -1.26836  0.21980
H  -3.84881  -0.40292  -0.34924

Cartesian forces (eV/Å) of the 3 atoms listed first:
N 1.2708 -2.4951 0.8340
C -0.7504 1.6382 0.3736
C 0.4985 0.5287 0.2576

Population analysis type Löwdin, resulting atomic charges in e: number 1, N, carries 0.36; number 2, C, carries -0.33; number 3, C, carries 0.01; number 4, C, carries -0.05; number 5, N, carries 0.07; number 6, C, carries -0.13; number 7, C, carries -0.05; number 8, H, carries 0.19; number 9, H, carries 0.18; number 10, H, carries 0.18; number 11, H, carries 0.23; number 12, H, carries 0.10; number 13, H, carries 0.11; number 14, H, carries 0.12; number 15, H, carries 0.13; number 16, H, carries 0.16; number 17, H, carries 0.17; number 18, H, carries 0.14; number 19, H, carries 0.13; number 20, H, carries 0.10; number 21, H, carries 0.07; number 22, H, carries 0.11



# 4
The following is a DFT calculation (ωB97M-V/def2-TZVPD) of a 2-piece molecular cluster, C5H15N2O overall in a non-equilibrium geometry.

Results
**E**: -10450.588 eV
**⟨S²⟩**: 0.751
**Frontier orbital gap (alpha / beta)**: 3.73 / 9.55 eV
**Multiplicity**: 2
**E_HOMO (alpha / beta)**: -3.13 / -9.25 eV
**LUMO level (alpha / beta)**: 0.0222 / 0.0111 hartree

Geometry (Å):
C  -1.46135  -0.73678  -2.06533
C  -0.84368  -0.22274  -0.83036
C  0.44346  -0.81667  -0.30695
C  0.89335  -0.53890  1.02026
C  1.55682  -1.52739  1.67844
N  0.55696  0.65204  1.72499
N  -1.93531  -0.20307  0.33107
H  -0.87251  -1.48527  -2.53858
H  -2.61252  -1.09624  -1.71177
H  -1.57797  0.00831  -2.84054
H  -0.65520  0.86053  -0.92623
H  1.18111  -0.34321  -1.10625
H  0.52613  -1.82248  -0.61373
H  1.84003  -2.53414  1.43990
H  2.00297  -1.43682  2.64371
H  0.93207  1.51961  1.20798
H  0.99153  0.70613  2.64012
H  -2.80274  0.25324  -0.04291
H  -1.42134  0.26221  1.13053
H  -2.25196  -1.01902  0.78042
H  1.44224  1.87000  -1.49196
H  0.50284  2.68876  -0.46432
O  1.11151  2.68507  -1.18440

Cartesian forces (eV/Å) of the 3 atoms listed first:
C -3.6836 -0.9786 0.2869
C -0.8233 1.3698 2.8192
C 0.4419 1.8596 -4.6480

Population analysis type Löwdin, resulting atomic charges in e: number 1, C, carries -0.11; number 2, C, carries -0.42; number 3, C, carries -0.19; number 4, C, carries -0.45; number 5, C, carries 0.05; number 6, N, carries 0.05; number 7, N, carries 0.09; number 8, H, carries 0.06; number 9, H, carries 0.13; number 10, H, carries 0.07; number 11, H, carries 0.10; number 12, H, carries 0.16; number 13, H, carries 0.11; number 14, H, carries 0.06; number 15, H, carries 0.04; number 16, H, carries 0.11; number 17, H, carries 0.09; number 18, H, carries 0.03; number 19, H, carries 0.07; number 20, H, carries 0.03; number 21, H, carries -0.01; number 22, H, carries -0.01; number 23, O, carries -0.04



# 5
The following is a DFT calculation (ωB97M-V/def2-TZVPD) of an isolated ion of composition C5H15N2O and charge +1 in a non-equilibrium geometry.

Results
**E**: -10447.756 eV
**SMILES string**: CN(C)C[C@H]([NH3+])CO
**Frontier orbital gap**: 8.93 eV
**Charge**: +1
**E_HOMO**: -12.29 eV
**LUMO level**: -0.1233 hartree

Geometry (Å):
N  1.10480  -1.92974  0.27047
C  0.29989  -0.86413  -0.48405
C  1.27771  -0.29056  -1.54296
O  2.45275  0.06229  -0.82235
C  0.01399  0.31561  0.52063
N  -1.38680  0.66615  0.31054
C  -2.37341  0.04750  1.15711
C  -1.59350  2.14273  0.40300
H  1.28022  -2.73945  -0.36825
H  1.98195  -1.40206  0.35700
H  0.64105  -2.20164  1.12423
H  -0.68296  -1.24980  -0.76998
H  1.50418  -0.95648  -2.38073
H  0.73571  0.61669  -1.81594
H  3.21325  0.03140  -1.41330
H  0.56088  1.26634  0.26372
H  0.38054  0.10782  1.54562
H  -1.93635  -0.95500  1.40433
H  -2.86821  0.47229  2.05063
H  -3.23498  -0.25108  0.51180
H  -2.29440  2.43258  1.19935
H  -0.65901  2.69638  0.40219
H  -2.30431  2.54146  -0.37633

Cartesian forces (eV/Å) of the 3 atoms listed first:
N -0.2360 -0.0475 -2.1845
C 0.9458 0.8722 1.2080
C -1.1970 0.0118 0.4086

Population analysis type Löwdin, resulting atomic charges in e: number 1, N, carries 0.21; number 2, C, carries -0.20; number 3, C, carries -0.18; number 4, O, carries -0.06; number 5, C, carries -0.17; number 6, N, carries -0.26; number 7, C, carries -0.12; number 8, C, carries -0.07; number 9, H, carries 0.19; number 10, H, carries 0.14; number 11, H, carries 0.16; number 12, H, carries 0.16; number 13, H, carries 0.14; number 14, H, carries 0.13; number 15, H, carries 0.12; number 16, H, carries 0.12; number 17, H, carries 0.14; number 18, H, carries 0.08; number 19, H, carries 0.10; number 20, H, carries 0.10; number 21, H, carries 0.08; number 22, H, carries 0.08; number 23, H, carries 0.10



# 6
The following is a DFT calculation (ωB97M-V/def2-TZVPD) of C5H15N2O as an isolated structure in a non-equilibrium geometry.

Results
**E**: -10436.685 eV
**Frontier orbital gap**: 3.67 eV
**Charge**: +1
**E_HOMO**: -12.22 eV
**LUMO level**: -0.3144 hartree

Geometry (Å):
C  -1.42796  -0.40415  1.21753
C  -1.00238  -0.98290  -0.15683
C  -0.54134  0.22698  -1.00242
C  0.58821  1.05895  -0.43533
C  1.97332  0.25219  -0.03377
N  1.94879  -0.82792  -1.03583
N  -0.02798  -2.11260  -0.08316
H  -2.13435  0.43554  1.20751
H  -0.51665  0.24756  1.63684
H  -1.61036  -1.14833  1.98522
H  -1.90565  -1.32603  -0.70662
H  -1.43041  0.85487  -1.05279
H  -0.15124  -0.05182  -1.99931
H  0.01351  1.59650  0.41063
H  2.79026  0.92984  -0.20064
H  2.01754  -0.14846  0.99357
H  0.88454  1.81841  -1.17925
H  2.78959  -1.38523  -1.13207
H  1.03062  -1.69056  -0.63804
H  -0.39391  -2.87829  -0.68173
H  0.07736  0.55090  2.22140
H  -1.55191  3.27652  0.77417
O  -1.36172  2.32448  1.08236

Cartesian forces (eV/Å) of the 3 atoms listed first:
C -1.6425 -2.2432 -0.9348
C 0.8362 -0.0549 -0.1258
C 1.0583 -0.0197 -1.2174

Population analysis type Löwdin, resulting atomic charges in e: number 1, C, carries 0.08; number 2, C, carries -0.34; number 3, C, carries -0.19; number 4, C, carries -0.18; number 5, C, carries -0.16; number 6, N, carries 0.13; number 7, N, carries 0.13; number 8, H, carries 0.10; number 9, H, carries 0.04; number 10, H, carries 0.12; number 11, H, carries 0.17; number 12, H, carries 0.13; number 13, H, carries 0.13; number 14, H, carries 0.05; number 15, H, carries 0.12; number 16, H, carries 0.11; number 17, H, carries 0.13; number 18, H, carries 0.10; number 19, H, carries 0.08; number 20, H, carries 0.11; number 21, H, carries 0.38; number 22, H, carries 0.04; number 23, O, carries -0.30



# 7
The following is a DFT calculation (ωB97M-V/def2-TZVPD) of a 2-piece molecular cluster, C5H15N2O overall in a non-equilibrium geometry.

Results
**E**: -10444.755 eV
**Frontier orbital gap**: 4.85 eV
**Charge**: +1
**E_HOMO**: -12.86 eV
**LUMO level**: -0.2946 hartree

Geometry (Å):
C  -1.10652  -0.77761  -0.47662
N  -1.18201  -0.24893  0.89878
C  0.17535  0.24715  1.14542
C  1.20332  -0.81504  1.56771
C  2.61387  -0.27074  1.49772
O  2.65872  0.85958  2.34396
C  -0.90192  0.27881  -1.43666
N  -3.19264  0.46064  -4.41989
H  -0.31091  -1.53269  -0.46644
H  -2.09138  -1.25280  -0.62676
H  -1.66870  0.63316  0.71871
H  0.62774  0.64053  0.16975
H  0.19715  1.08527  1.83480
H  0.92631  -1.25841  2.52176
H  1.13996  -1.61462  0.81813
H  2.82238  0.04319  0.46319
H  3.31741  -1.06912  1.75647
H  3.55915  1.18735  2.43174
H  -1.37592  1.22823  -1.13880
H  -0.69047  0.10063  -2.49383
H  -3.89100  -0.22110  -4.20761
H  -3.08311  0.63873  -5.39998
H  -2.37688  0.55913  -3.86142

Cartesian forces (eV/Å) of the 3 atoms listed first:
C 1.1288 -0.0821 2.2029
N 0.6772 1.3051 -1.7451
C 1.0048 -0.2494 0.6736

Population analysis type Löwdin, resulting atomic charges in e: number 1, C, carries -0.23; number 2, N, carries -0.01; number 3, C, carries -0.21; number 4, C, carries -0.15; number 5, C, carries -0.27; number 6, O, carries -0.05; number 7, C, carries 0.35; number 8, N, carries 0.04; number 9, H, carries 0.14; number 10, H, carries 0.19; number 11, H, carries 0.11; number 12, H, carries 0.14; number 13, H, carries 0.13; number 14, H, carries 0.14; number 15, H, carries 0.11; number 16, H, carries 0.12; number 17, H, carries 0.13; number 18, H, carries 0.10; number 19, H, carries 0.14; number 20, H, carries 0.11; number 21, H, carries 0.01; number 22, H, carries 0.02; number 23, H, carries -0.05



# 8
The following is a DFT calculation (ωB97M-V/def2-TZVPD) of a 2-piece molecular cluster, C5H15N2O overall in a non-equilibrium geometry.

Results
**E**: -10436.211 eV
**⟨S²⟩**: 0.767
**Frontier orbital gap (alpha / beta)**: 10.34 / 8.18 eV
**Charge**: +2
**Multiplicity**: 2
**E_HOMO (alpha / beta)**: -18.33 / -19.28 eV
**LUMO level (alpha / beta)**: -0.2938 / -0.4079 hartree

Geometry (Å):
C  2.02119  0.51803  0.71484
C  2.01912  -0.43417  -0.53007
C  0.87147  -1.49941  -0.66319
N  -2.84933  -1.02834  -0.27957
C  -1.57470  -1.54547  -0.14310
C  -0.47261  -0.94551  -0.73815
N  0.55142  1.02212  1.01989
H  2.67823  1.34449  0.59421
H  2.31564  -0.08179  1.50798
H  2.01670  -0.05082  -1.46600
H  2.89624  -1.10369  -0.56303
H  1.01862  -2.39791  0.05785
H  0.95440  -2.20579  -1.61407
H  -3.20509  -0.19265  -0.86079
H  -3.63147  -1.42486  0.26569
H  -1.56874  -2.56524  0.29258
H  -0.50290  -0.28107  -1.69733
H  -0.17736  0.26254  0.83774
H  0.49094  1.45135  2.07304
H  0.30893  1.62629  0.27576
H  -1.74728  2.61503  -0.03067
H  -1.28926  3.90153  0.36734
O  -1.12414  3.01536  0.57904

Cartesian forces (eV/Å) of the 3 atoms listed first:
C -2.3835 -1.3945 -2.0287
C -0.3237 -2.6503 1.6086
C 0.9995 -3.2110 1.1437

Population analysis type Löwdin, resulting atomic charges in e: number 1, C, carries -0.03; number 2, C, carries -0.12; number 3, C, carries -0.20; number 4, N, carries 0.21; number 5, C, carries -0.05; number 6, C, carries -0.08; number 7, N, carries 0.16; number 8, H, carries 0.13; number 9, H, carries 0.11; number 10, H, carries 0.08; number 11, H, carries 0.15; number 12, H, carries 0.16; number 13, H, carries 0.21; number 14, H, carries 0.19; number 15, H, carries 0.16; number 16, H, carries 0.18; number 17, H, carries 0.20; number 18, H, carries 0.12; number 19, H, carries 0.26; number 20, H, carries 0.08; number 21, H, carries 0.05; number 22, H, carries 0.05; number 23, O, carries -0.01



- Which value of E does entry 7 give?
  -10444.755 eV



- Look up the E of the third one.
  -8388.818 eV



- What is the formula in the eighth record?
  C5H15N2O



- What is the formula in the second record?
  C5H15N2